29
Properties=species:S:1:pos:R:3:mulliken_charge:R:1 method="wB97M-V/def2-TZVPD" multiplicity=1 total_charge=-1 total_energy_ha=-2903.33627
N 1.81 0.19 0.39 -0.429
C 1.66 -0.40 -0.93 -0.957
C 0.32 -0.03 -1.67 0.434
O -0.20 1.24 -1.31 -0.473
C -0.76 -1.18 -1.55 -1.506
P -1.63 -1.33 0.16 -0.337
P -3.17 0.23 -0.26 0.588
O -3.34 0.69 -1.87 -0.553
O -4.71 -0.38 0.17 -0.553
S -2.87 1.82 0.85 -0.518
H 1.61 1.18 0.39 0.236
H 1.29 -0.31 1.10 0.255
H 1.86 -1.48 -0.92 0.330
H 2.47 0.04 -1.56 0.321
H 0.57 0.02 -2.76 0.366
H 0.34 1.90 -1.73 0.269
H -0.16 -2.11 -1.66 0.519
H -1.45 -1.17 -2.42 0.383
H -0.79 -0.29 0.74 -0.182
H -2.29 -1.49 1.46 0.115
H -2.49 -2.37 -0.40 0.044
H -0.64 -2.33 0.55 0.081
H -2.69 1.37 -2.06 0.321
H -5.34 0.04 -0.42 0.277
C 4.09 1.20 3.03 0.317
Cl 4.44 2.94 3.07 -0.146
Cl 5.53 0.27 3.48 -0.151
Cl 2.74 0.82 4.11 -0.126
H 3.80 0.93 2.02 0.073

---

50
Properties=species:S:1:pos:R:3:mulliken_charge:R:1 method="wB97M-V/def2-TZVPD" multiplicity=1 total_charge=+2 total_energy_ha=-4301.69570
C 5.94 0.00 3.75 -1.005
C 4.71 -1.03 3.72 -0.436
C 3.76 -0.62 4.94 -0.686
I 4.04 -2.11 6.49 0.133
C 2.26 -0.38 4.54 1.120
C 1.13 -1.02 5.24 -0.863
C -0.31 -0.75 4.86 0.584
N -1.41 -1.34 5.55 -0.533
S -2.73 -0.72 4.73 0.228
N -2.12 0.26 3.47 -0.607
C -0.69 0.17 3.70 0.077
C 0.46 0.81 3.00 -0.347
C 1.86 0.58 3.40 -0.096
Br 3.17 1.60 2.35 -0.134
H 6.79 -0.33 3.09 0.340
H 5.64 1.05 3.51 0.249
H 6.30 0.01 4.83 0.295
H 5.16 -2.05 3.89 0.380
H 4.20 -0.99 2.71 0.283
H 4.13 0.36 5.36 0.518
H 1.27 -1.71 6.10 0.148
H 0.22 1.51 2.14 0.366
C -2.67 2.61 -7.59 -0.864
N -2.45 1.86 -6.33 -0.012
C -1.24 1.33 -6.09 -0.347
C -0.99 0.66 -4.90 -0.586
C -2.00 0.53 -3.94 0.594
C -3.24 1.07 -4.24 -0.717
C -3.45 1.73 -5.44 -0.101
C -1.75 -0.13 -2.64 0.793
C -1.96 0.56 -1.45 -0.828
C -1.78 -0.07 -0.23 -0.163
N -1.41 -1.36 -0.19 0.057
C -1.18 -2.06 -1.32 -0.352
C -1.34 -1.46 -2.55 -0.597
C -1.27 -2.04 1.12 -0.837
H -2.43 1.95 -8.42 0.377
H -2.01 3.47 -7.58 0.375
H -3.71 2.93 -7.65 0.281
H -0.48 1.46 -6.84 0.487
H 0.00 0.26 -4.73 0.508
H -4.07 0.99 -3.54 0.509
H -4.41 2.17 -5.69 0.401
H -2.26 1.60 -1.45 0.508
H -1.93 0.44 0.71 0.546
H -0.88 -3.09 -1.21 0.494
H -1.17 -2.05 -3.44 0.521
H -0.26 -2.44 1.19 0.427
H -2.01 -2.84 1.15 0.424
H -1.44 -1.34 1.93 0.086

---

Max |F| readings, ordered: 2.5; 4.9 eV/Å
Gap between HOMO and LUMO readings, ordered: 0.233; 0.188 hartree